{"formula": "C35H28Cl2N5O3Y", "method": "wB97M-V/def2-TZVPD", "symbols": ["Y", "C", "C", "N", "C", "C", "C", "C", "C", "C", "C", "N", "C", "C", "C", "C", "C", "C", "C", "C", "N", "C", "H", "H", "H", "H", "H", "H", "H", "H", "H", "H", "H", "H", "N", "C", "O", "C", "C", "H", "H", "H", "H", "H", "H", "Cl", "C", "C", "C", "C", "C", "Cl", "C", "N", "C", "C", "C", "C", "C", "C", "C", "C", "O", "O", "H", "H", "H", "H", "H", "H", "H", "H", "H", "H"], "xyz": [[-0.528, -1.281, -1.419], [3.213, -1.697, 1.357], [2.335, -1.863, 0.276], [1.027, -1.810, 0.393], [0.475, -1.533, 1.616], [1.286, -1.271, 2.739], [2.684, -1.397, 2.581], [0.694, -0.868, 3.957], [-0.658, -0.684, 3.996], [-1.479, -0.975, 2.892], [-0.966, -1.477, 1.706], [-1.646, -1.842, 0.570], [-2.973, -2.177, 0.556], [-3.777, -2.522, 1.635], [-5.128, -2.881, 1.476], [-5.728, -2.922, 0.251], [-4.945, -2.640, -0.892], [-5.464, -2.726, -2.201], [-4.658, -2.500, -3.280], [-3.312, -2.185, -3.046], [-2.799, -2.077, -1.842], [-3.585, -2.289, -0.748], [4.279, -1.772, 1.199], [2.722, -2.031, -0.721], [3.323, -1.226, 3.438], [1.323, -0.665, 4.813], [-1.125, -0.307, 4.898], [-2.536, -0.777, 2.975], [-3.359, -2.551, 2.628], [-5.699, -3.129, 2.362], [-6.771, -3.185, 0.135], [-6.508, -2.983, -2.333], [-5.028, -2.565, -4.293], [-2.636, -2.022, -3.879], [1.078, -4.328, -4.261], [0.885, -3.229, -3.521], [-0.160, -3.115, -2.857], [1.966, -2.177, -3.496], [1.465, -0.868, -2.892], [0.379, -5.052, -4.263], [1.907, -4.436, -4.817], [2.394, -2.125, -4.508], [2.759, -2.619, -2.878], [1.068, -0.241, -3.705], [2.309, -0.307, -2.478], [3.643, 1.844, 0.161], [2.959, 2.035, 1.742], [3.753, 1.786, 2.845], [3.210, 1.874, 4.118], [1.877, 2.209, 4.276], [1.101, 2.476, 3.161], [-0.562, 2.916, 3.383], [1.614, 2.409, 1.862], [0.841, 2.667, 0.729], [1.190, 3.787, -0.100], [1.820, 4.906, 0.423], [2.115, 5.989, -0.393], [1.757, 5.961, -1.730], [1.124, 4.840, -2.247], [0.849, 3.734, -1.453], [0.247, 2.488, -2.032], [-1.027, 2.017, -1.331], [-1.773, 2.803, -0.783], [-1.212, 0.730, -1.362], [4.788, 1.510, 2.696], [3.826, 1.679, 4.986], [1.429, 2.277, 5.257], [-0.159, 2.657, 0.912], [2.079, 4.934, 1.475], [2.610, 6.856, 0.025], [1.970, 6.807, -2.371], [0.847, 4.812, -3.294], [0.976, 1.675, -1.984], [0.006, 2.648, -3.086]], "homo_energy_ev": -6.755, "orbital_gap_ev": 6.75, "de_lowest_kcal_mol": 6.78, "total_energy_ha": -2808.9982}

=====

{"formula": "C35H28F3N5O4OsSb", "method": "wB97M-V/def2-TZVPD", "symbols": ["Os", "O", "C", "C", "C", "C", "C", "C", "C", "O", "N", "O", "O", "H", "H", "H", "H", "N", "C", "C", "C", "C", "C", "N", "C", "C", "C", "C", "C", "N", "H", "H", "H", "H", "H", "H", "H", "H", "H", "F", "C", "C", "C", "C", "C", "C", "Sb", "C", "C", "C", "C", "F", "C", "C", "C", "C", "C", "C", "F", "C", "C", "H", "H", "H", "H", "H", "H", "H", "H", "H", "H", "H", "H", "N", "H", "H", "H"], "xyz": [[-2.301, -1.159, 0.739], [-0.765, 0.327, 0.624], [-0.923, 1.572, 0.546], [-2.124, 2.296, 0.387], [-2.088, 3.706, 0.325], [-3.232, 4.409, 0.048], [-4.448, 3.764, -0.227], [-4.524, 2.400, -0.148], [-3.390, 1.619, 0.211], [-3.516, 0.354, 0.370], [-3.198, 5.884, 0.038], [-4.215, 6.429, -0.281], [-2.154, 6.385, 0.357], [-0.009, 2.177, 0.571], [-1.169, 4.244, 0.510], [-5.306, 4.370, -0.488], [-5.450, 1.886, -0.349], [-2.615, -4.238, -0.287], [-3.822, -3.648, 0.030], [-5.008, -4.307, -0.327], [-6.218, -3.808, 0.104], [-6.220, -2.676, 0.918], [-5.027, -2.043, 1.175], [-3.843, -2.488, 0.713], [-1.347, -3.968, 0.160], [-0.373, -4.969, -0.008], [0.906, -4.766, 0.449], [1.207, -3.556, 1.082], [0.218, -2.611, 1.198], [-1.041, -2.782, 0.737], [-2.712, -5.128, -0.771], [-4.964, -5.204, -0.926], [-7.146, -4.288, -0.163], [-7.137, -2.284, 1.324], [-4.995, -1.136, 1.764], [-0.640, -5.901, -0.482], [1.657, -5.532, 0.336], [2.190, -3.375, 1.483], [0.404, -1.657, 1.684], [4.811, 4.419, 3.396], [4.214, 3.562, 2.588], [3.111, 2.854, 3.054], [2.498, 1.946, 2.211], [2.981, 1.759, 0.922], [4.081, 2.473, 0.462], [4.701, 3.383, 1.297], [2.134, 0.248, -0.398], [3.866, -1.018, -0.669], [4.114, -1.698, -1.853], [5.236, -2.498, -1.950], [6.070, -2.627, -0.841], [7.116, -3.427, -0.917], [5.813, -1.962, 0.356], [4.688, -1.170, 0.443], [1.732, 1.322, -2.238], [1.661, 2.711, -2.224], [1.394, 3.394, -3.395], [1.165, 2.670, -4.562], [0.882, 3.319, -5.676], [1.213, 1.280, -4.578], [1.485, 0.607, -3.404], [2.760, 3.022, 4.061], [1.648, 1.380, 2.569], [4.460, 2.319, -0.539], [5.556, 3.952, 0.966], [3.462, -1.590, -2.708], [5.477, -3.020, -2.864], [6.486, -2.078, 1.191], [4.467, -0.654, 1.368], [1.850, 3.266, -1.315], [1.362, 4.471, -3.424], [1.036, 0.752, -5.502], [1.512, -0.473, -3.408], [-2.397, -0.845, 3.259], [-3.227, -1.287, 3.643], [-2.469, 0.148, 3.468], [-1.608, -1.206, 3.788]], "homo_energy_ev": [-16.068, -16.157], "multiplicity": 5, "orbital_gap_ev": [7.38, 5.45], "de_lowest_kcal_mol": 12.53, "total_charge": 3, "total_energy_ha": -2554.7150}

=====

{"formula": "C35H28F3O5PSV", "method": "wB97M-V/def2-TZVPD", "symbols": ["V", "O", "C", "O", "C", "C", "C", "C", "C", "C", "P", "C", "C", "C", "C", "C", "C", "C", "C", "C", "C", "C", "C", "H", "H", "H", "H", "H", "H", "H", "H", "H", "H", "H", "H", "H", "H", "O", "S", "C", "C", "C", "C", "C", "C", "C", "C", "C", "C", "C", "C", "C", "C", "H", "H", "H", "H", "H", "H", "H", "H", "H", "H", "H", "H", "H", "H", "F", "C", "F", "F", "C", "O", "O"], "xyz": [[0.575, 0.830, -0.217], [1.050, -0.439, 3.160], [0.807, 0.598, 2.726], [1.395, 0.812, 1.214], [0.140, 1.821, 3.145], [-0.079, 1.883, 4.522], [-0.687, 2.998, 5.082], [-1.082, 4.047, 4.272], [-0.882, 3.986, 2.893], [-0.274, 2.881, 2.312], [-0.059, 3.042, 0.526], [1.248, 4.178, 0.152], [0.953, 5.429, -0.403], [1.974, 6.354, -0.563], [3.268, 6.038, -0.176], [3.559, 4.797, 0.388], [2.554, 3.865, 0.560], [-1.583, 3.333, -0.309], [-2.798, 3.026, 0.323], [-3.980, 3.178, -0.379], [-3.954, 3.615, -1.701], [-2.748, 3.893, -2.337], [-1.557, 3.746, -1.652], [0.239, 1.059, 5.148], [-0.845, 3.039, 6.151], [-1.552, 4.922, 4.701], [-1.208, 4.816, 2.277], [-0.058, 5.696, -0.680], [1.752, 7.327, -0.978], [4.056, 6.769, -0.297], [4.567, 4.571, 0.708], [2.779, 2.915, 1.029], [-2.822, 2.683, 1.349], [-4.923, 2.959, 0.103], [-4.884, 3.737, -2.241], [-2.742, 4.227, -3.366], [-0.618, 3.952, -2.151], [1.707, 1.094, -1.526], [3.089, 1.194, -2.357], [2.628, 0.629, -3.994], [3.865, 0.874, -4.827], [4.433, -0.178, -5.541], [5.548, 0.050, -6.333], [6.110, 1.318, -6.398], [5.545, 2.370, -5.689], [4.420, 2.153, -4.909], [4.068, -0.156, -1.603], [3.511, -1.527, -1.760], [2.592, -2.020, -0.832], [2.084, -3.302, -0.961], [2.499, -4.104, -2.017], [3.438, -3.632, -2.926], [3.946, -2.348, -2.798], [1.773, 1.245, -4.280], [2.350, -0.424, -3.933], [3.983, -1.162, -5.511], [5.974, -0.761, -6.908], [6.982, 1.490, -7.014], [5.970, 3.362, -5.758], [3.961, 2.990, -4.393], [4.122, 0.172, -0.561], [5.056, -0.010, -2.050], [2.343, -1.431, 0.048], [1.395, -3.695, -0.225], [2.116, -5.111, -2.111], [3.790, -4.274, -3.722], [4.704, -1.992, -3.484], [-2.380, -0.972, -2.898], [-1.518, -0.514, -2.053], [-0.384, -1.240, -2.062], [-1.129, 0.752, -2.405], [-2.019, -0.427, -0.598], [-3.050, -0.782, -0.176], [-1.009, 0.152, 0.150]], "homo_energy_ev": -16.490, "orbital_gap_ev": 5.44, "de_lowest_kcal_mol": 0.00, "total_charge": 3, "total_energy_ha": -3708.9061}

=====

{"formula": "C35H28N2O3PTa", "method": "wB97M-V/def2-TZVPD", "symbols": ["Ta", "O", "C", "C", "C", "C", "C", "C", "C", "N", "C", "C", "N", "C", "C", "C", "C", "C", "C", "C", "O", "H", "H", "H", "H", "H", "H", "H", "H", "H", "H", "H", "H", "H", "H", "O", "C", "C", "C", "C", "C", "C", "C", "P", "C", "C", "C", "C", "C", "C", "C", "C", "C", "C", "C", "C", "H", "H", "H", "H", "H", "H", "H", "H", "H", "H", "H", "H", "H", "H"], "xyz": [[-0.828, 1.149, 0.009], [0.533, 0.979, 1.571], [0.795, 1.547, 2.745], [1.876, 1.220, 3.520], [2.097, 1.735, 4.794], [1.215, 2.678, 5.340], [0.130, 3.027, 4.525], [-0.066, 2.506, 3.225], [-1.117, 3.065, 2.423], [-1.447, 2.893, 1.172], [-2.612, 3.702, 0.685], [-2.615, 3.545, -0.828], [-2.577, 2.085, -1.007], [-3.674, 1.509, -1.346], [-3.939, 0.082, -1.289], [-4.981, -0.497, -2.026], [-5.124, -1.872, -2.177], [-4.261, -2.683, -1.431], [-3.339, -2.136, -0.598], [-3.113, -0.786, -0.599], [-2.021, -0.310, 0.105], [2.528, 0.457, 3.157], [2.948, 1.390, 5.382], [1.342, 3.125, 6.320], [-0.584, 3.754, 4.914], [-1.685, 3.813, 2.949], [-2.549, 4.720, 1.002], [-3.558, 3.267, 1.076], [-1.705, 3.982, -1.241], [-3.488, 4.000, -1.270], [-4.490, 2.129, -1.720], [-5.663, 0.161, -2.545], [-5.866, -2.327, -2.825], [-4.323, -3.763, -1.497], [-2.681, -2.778, 0.006], [0.053, 2.221, -1.529], [-0.180, 1.024, -1.910], [0.237, 0.028, -2.916], [0.081, 0.043, -4.310], [0.342, -1.121, -4.985], [0.869, -2.246, -4.315], [1.105, -2.255, -2.946], [0.711, -1.130, -2.247], [0.991, -0.708, -0.488], [0.978, -2.187, 0.527], [0.027, -2.493, 1.507], [0.104, -3.677, 2.191], [1.123, -4.587, 1.975], [2.069, -4.335, 0.995], [2.012, -3.124, 0.304], [2.685, -0.087, -0.364], [3.131, 0.836, -1.324], [4.449, 1.250, -1.292], [5.331, 0.808, -0.339], [4.902, -0.104, 0.616], [3.582, -0.520, 0.638], [-0.333, 0.905, -4.800], [0.143, -1.177, -6.050], [1.073, -3.141, -4.917], [1.448, -3.143, -2.437], [-0.798, -1.821, 1.709], [-0.629, -3.859, 2.953], [1.132, -5.504, 2.534], [2.901, -5.006, 0.806], [2.795, -2.919, -0.396], [2.481, 1.220, -2.086], [4.818, 1.946, -2.045], [6.353, 1.139, -0.370], [5.613, -0.468, 1.367], [3.240, -1.177, 1.419]], "homo_energy_ev": -14.005, "orbital_gap_ev": 7.40, "total_charge": 2, "total_energy_ha": -2083.7256}

=====

{"formula": "C35H28N4O4PS2Sr", "method": "wB97M-V/def2-TZVPD", "symbols": ["Sr", "N", "C", "C", "C", "C", "C", "C", "S", "O", "O", "N", "C", "N", "C", "C", "C", "N", "H", "H", "H", "H", "H", "H", "H", "H", "H", "O", "C", "O", "C", "C", "C", "C", "C", "C", "S", "H", "H", "H", "H", "C", "C", "C", "C", "C", "C", "P", "C", "C", "C", "C", "C", "C", "C", "C", "C", "C", "C", "C", "H", "H", "H", "H", "H", "H", "H", "H", "H", "H", "H", "H", "H", "H", "H"], "xyz": [[0.742, 1.957, 0.135], [-6.482, -1.489, -0.387], [-5.457, -0.669, 0.093], [-5.585, -0.013, 1.315], [-4.581, 0.828, 1.770], [-3.441, 1.015, 1.009], [-3.307, 0.372, -0.216], [-4.308, -0.459, -0.675], [-2.111, 1.984, 1.643], [-0.998, 1.032, 1.791], [-2.553, 2.628, 2.851], [-1.665, 2.923, 0.463], [-1.404, 4.260, 0.598], [-2.298, 5.132, 1.082], [-1.914, 6.401, 1.126], [-0.677, 6.845, 0.691], [0.181, 5.873, 0.206], [-0.165, 4.594, 0.164], [-7.074, -1.882, 0.327], [-6.184, -2.186, -1.052], [-6.477, -0.163, 1.912], [-4.666, 1.335, 2.722], [-2.414, 0.512, -0.812], [-4.196, -0.963, -1.629], [-2.640, 7.101, 1.529], [-0.396, 7.887, 0.734], [1.181, 6.109, -0.142], [2.993, -0.242, -2.249], [2.804, 0.965, -2.072], [1.649, 1.518, -1.982], [3.994, 1.898, -2.013], [4.766, 1.995, -3.166], [5.854, 2.851, -3.241], [6.183, 3.609, -2.124], [5.437, 3.498, -0.963], [4.327, 2.646, -0.869], [3.505, 2.528, 0.693], [4.498, 1.376, -4.015], [6.436, 2.922, -4.151], [7.031, 4.285, -2.153], [5.707, 4.072, -0.086], [-2.249, -2.203, 3.657], [-0.916, -1.917, 3.928], [-0.014, -1.765, 2.890], [-0.419, -1.909, 1.562], [-1.751, -2.206, 1.303], [-2.663, -2.345, 2.343], [0.794, -1.461, 0.260], [0.012, -2.155, -1.248], [-0.404, -3.483, -1.336], [-1.034, -3.950, -2.478], [-1.251, -3.092, -3.551], [-0.818, -1.777, -3.481], [-0.181, -1.309, -2.336], [2.136, -2.675, 0.581], [3.400, -2.386, 0.070], [4.446, -3.280, 0.255], [4.247, -4.460, 0.956], [2.992, -4.750, 1.473], [1.942, -3.863, 1.286], [-2.960, -2.301, 4.468], [-0.584, -1.791, 4.951], [1.017, -1.509, 3.111], [-2.097, -2.310, 0.283], [-3.703, -2.549, 2.116], [-0.237, -4.155, -0.501], [-1.353, -4.984, -2.534], [-1.743, -3.456, -4.445], [-0.959, -1.111, -4.323], [0.212, -0.298, -2.307], [3.557, -1.473, -0.494], [5.423, -3.043, -0.149], [5.068, -5.151, 1.104], [2.827, -5.668, 2.024], [0.970, -4.095, 1.704]], "homo_energy_ev": -4.135, "orbital_gap_ev": 6.44, "de_lowest_kcal_mol": 0.00, "total_charge": -1, "total_energy_ha": -3039.2255}

=====

{"formula": "C35H29AlClF5N3O6S2Te", "method": "wB97M-V/def2-TZVPD", "symbols": ["Al", "C", "C", "C", "C", "C", "C", "C", "S", "O", "O", "N", "C", "C", "C", "C", "C", "C", "C", "C", "N", "C", "H", "H", "H", "H", "H", "H", "H", "H", "H", "H", "H", "H", "H", "F", "Te", "F", "F", "F", "F", "O", "N", "S", "C", "C", "C", "C", "C", "C", "C", "C", "C", "C", "C", "C", "H", "H", "H", "H", "H", "H", "H", "H", "H", "H", "H", "O", "C", "C", "C", "C", "C", "C", "C", "O", "O", "H", "H", "H", "H", "H", "Cl"], "xyz": [[0.453, -0.256, 0.083], [2.120, 0.111, 7.698], [1.315, 0.325, 6.444], [0.425, 1.395, 6.350], [-0.305, 1.611, 5.196], [-0.149, 0.754, 4.112], [0.735, -0.305, 4.181], [1.457, -0.516, 5.349], [-1.084, 1.147, 2.647], [-2.454, 1.335, 3.081], [-0.453, 2.280, 2.037], [-0.938, -0.140, 1.672], [-1.467, -1.357, 2.114], [-2.390, -1.581, 3.129], [-2.826, -2.875, 3.457], [-2.394, -3.981, 2.784], [-1.467, -3.812, 1.737], [-0.994, -4.891, 0.961], [-0.107, -4.659, -0.046], [0.340, -3.346, -0.273], [-0.068, -2.318, 0.438], [-0.986, -2.519, 1.423], [1.476, 0.074, 8.579], [2.832, 0.926, 7.846], [2.684, -0.820, 7.649], [0.309, 2.070, 7.191], [-0.994, 2.443, 5.123], [0.903, -0.932, 3.315], [2.161, -1.339, 5.393], [-2.795, -0.747, 3.673], [-3.539, -2.983, 4.266], [-2.748, -4.975, 3.028], [-1.353, -5.891, 1.178], [0.270, -5.457, -0.670], [1.059, -3.123, -1.047], [3.605, 3.720, -0.136], [2.099, 2.589, -0.010], [1.031, 4.114, -0.258], [3.188, 0.749, 2.569], [2.150, 3.128, 1.778], [2.429, 2.569, -1.881], [0.653, 1.524, -0.355], [-1.226, -0.215, -1.045], [-1.151, 0.328, -2.541], [-2.321, -0.653, -3.488], [-2.524, -0.350, -4.829], [-3.375, -1.141, -5.582], [-4.008, -2.233, -4.999], [-3.784, -2.536, -3.665], [-2.932, -1.746, -2.903], [-1.986, 1.910, -2.588], [-3.369, 2.035, -2.591], [-3.930, 3.300, -2.532], [-3.111, 4.422, -2.464], [-1.732, 4.284, -2.463], [-1.158, 3.022, -2.533], [-2.067, 0.100, -0.569], [-2.025, 0.503, -5.274], [-3.542, -0.909, -6.626], [-4.671, -2.852, -5.591], [-4.268, -3.392, -3.212], [-2.722, -1.973, -1.864], [-4.001, 1.156, -2.631], [-5.006, 3.410, -2.526], [-3.555, 5.407, -2.405], [-1.090, 5.151, -2.390], [-0.084, 2.899, -2.517], [5.807, 0.758, 1.705], [5.492, -0.526, 1.392], [6.482, -1.498, 1.281], [6.155, -2.801, 0.938], [4.834, -3.143, 0.705], [3.850, -2.171, 0.827], [4.155, -0.866, 1.172], [3.024, 0.154, 1.312], [3.300, 1.157, 0.349], [1.816, -0.368, 1.269], [6.763, 0.835, 1.772], [7.516, -1.222, 1.462], [6.939, -3.544, 0.853], [4.567, -4.154, 0.426], [2.811, -2.408, 0.646], [1.674, -0.926, -1.766]], "homo_energy_ev": -5.492, "orbital_gap_ev": 7.67, "de_lowest_kcal_mol": 22.46, "total_charge": -1, "total_energy_ha": -4233.5554}